Entry 1:
DFT (ωB97M-V with the def2-TZVPD basis set) results for a structure of composition C39H40BF4N5O4P2Pt.

Each line ends with the Löwdin spin population.
Element x y z (Å)
Pt1 -0.549 0.173 0.060  1.05
C1 1.277 -2.176 3.335  0.01
N1 0.659 -1.208 2.429  0.07
P1 -0.969 -1.208 2.046  0.26
C2 -1.823 -2.042 3.442  0.08
C3 -2.497 -3.241 3.233  0.01
C4 -3.186 -3.850 4.278  0.00
C5 -3.200 -3.255 5.530  0.00
C6 -2.526 -2.055 5.744  0.00
C7 -1.843 -1.446 4.704  0.01
C8 -1.582 0.501 2.349  0.03
C9 -0.740 1.569 2.686  0.06
C10 -1.256 2.845 2.854  -0.01
C11 -2.615 3.068 2.710  0.06
C12 -3.476 2.008 2.435  0.00
C13 -2.967 0.739 2.254  0.05
P2 1.512 -0.383 0.980  0.05
C14 2.734 0.481 2.008  0.00
C15 3.697 -0.200 2.747  0.00
C16 4.583 0.508 3.552  0.00
C17 4.509 1.893 3.623  0.00
C18 3.563 2.576 2.870  0.00
C19 2.684 1.875 2.058  0.00
C20 2.227 -1.942 0.324  0.01
C21 3.569 -2.011 -0.049  0.00
C22 4.082 -3.166 -0.626  0.00
C23 3.258 -4.258 -0.852  0.00
C24 1.919 -4.196 -0.491  0.00
C25 1.409 -3.045 0.093  0.00
H1 1.977 -1.676 4.005  0.00
H2 1.823 -2.951 2.785  0.00
H3 0.532 -2.671 3.955  0.00
H4 -2.483 -3.699 2.249  0.00
H5 -3.712 -4.784 4.114  0.00
H6 -3.739 -3.724 6.346  0.00
H7 -2.542 -1.593 6.724  0.00
H8 -1.323 -0.508 4.864  0.00
H9 0.312 1.381 2.843  0.00
H10 -0.591 3.672 3.071  0.00
H11 -3.006 4.074 2.800  0.00
H12 -4.543 2.180 2.347  0.00
H13 -3.637 -0.094 2.071  0.00
H14 3.779 -1.276 2.675  0.00
H15 5.333 -0.025 4.122  0.00
H16 5.199 2.440 4.255  0.00
H17 3.519 3.660 2.905  0.00
H18 1.963 2.407 1.442  0.00
H19 4.211 -1.154 0.105  0.00
H20 5.128 -3.205 -0.911  0.00
H21 3.655 -5.155 -1.315  0.00
H22 1.267 -5.043 -0.672  0.00
H23 0.361 -3.001 0.357  0.00
O1 2.382 0.561 -0.494  0.02
C26 1.846 0.424 -1.655  0.02
O2 0.792 -0.228 -1.847  0.12
C27 2.528 1.087 -2.793  0.01
C28 3.545 1.999 -2.558  0.00
C29 4.181 2.658 -3.613  0.00
C30 3.757 2.347 -4.879  0.00
O3 4.213 2.848 -6.061  0.00
C31 3.473 2.188 -7.094  0.00
O4 2.527 1.323 -6.462  0.00
C32 2.745 1.434 -5.114  0.00
C33 2.104 0.788 -4.099  0.00
H24 3.833 2.207 -1.537  0.00
H25 4.961 3.390 -3.443  0.00
H26 4.153 1.602 -7.708  0.00
H27 2.951 2.928 -7.694  0.00
H28 1.300 0.084 -4.272  0.00
C34 -2.299 -1.368 -1.777  0.00
N2 -2.292 0.068 -1.334  0.02
C35 -3.669 0.407 -0.874  0.00
N3 -4.656 0.175 -1.920  0.00
C36 -4.601 -1.234 -2.322  0.00
N4 -3.276 -1.614 -2.826  0.00
C37 -2.956 -0.750 -3.972  0.00
N5 -2.982 0.665 -3.610  0.00
C38 -2.003 0.912 -2.560  0.00
C39 -4.311 0.997 -3.092  0.00
H29 -2.542 -1.981 -0.910  0.00
H30 -1.303 -1.623 -2.130  0.00
H31 -3.673 1.450 -0.572  0.00
H32 -3.906 -0.224 -0.019  0.00
H33 -5.340 -1.410 -3.103  0.00
H34 -4.845 -1.859 -1.462  0.00
H35 -3.682 -0.935 -4.765  0.00
H36 -1.962 -1.007 -4.338  0.00
H37 -2.037 1.954 -2.272  0.00
H38 -1.007 0.667 -2.915  0.00
H39 -5.053 0.820 -3.871  0.00
H40 -4.333 2.050 -2.810  0.00
F1 -0.061 2.528 -0.433  0.04
B1 -0.909 3.717 -0.545  0.00
F2 -0.896 4.135 -1.878  0.00
F3 -2.227 3.330 -0.160  0.00
F4 -0.405 4.680 0.329  0.00

HOMO-LUMO gap (alpha / beta) = 7.5 / 6.6 eV
molecular weight = 986.61 g mol⁻¹
E_HOMO (alpha / beta) = -7.25 / -8.21 eV
spin multiplicity = 3
ΔE to the lowest compared entry with this formula, charge and spin = 43.5 kJ/mol

***

Entry 2:
DFT (ωB97M-V with the def2-TZVPD basis set) results for a structure of composition C39H40BrN7O4SSiY at a distorted geometry.

Each line ends with the Mulliken charge.
Element x y z (Å)
Y1 -0.589 0.767 0.151  1.29
O1 0.384 2.615 -3.053  -0.38
C1 0.862 1.885 -4.127  0.03
C2 1.442 2.515 -5.251  -0.66
C3 1.800 1.731 -6.320  -0.42
C4 1.659 0.373 -6.278  -0.56
C5 1.136 -0.263 -5.189  -0.61
C6 0.847 0.475 -4.048  0.27
C7 0.405 -0.241 -2.753  0.13
O2 -0.578 0.356 -1.995  -0.40
N1 1.665 -0.219 -1.991  -0.04
N2 1.569 -0.709 -0.661  0.81
C8 2.539 -1.471 -0.304  -1.47
C9 2.687 -2.093 1.033  0.20
Br1 3.602 -0.955 2.209  -0.13
C10 2.486 -3.365 1.505  -0.89
C11 1.984 -4.529 0.821  1.44
C12 1.435 -4.572 -0.485  -0.27
C13 0.965 -5.741 -1.037  -0.75
C14 1.181 -6.957 -0.405  -0.56
C15 1.841 -6.920 0.879  -0.58
C16 2.176 -5.724 1.506  -0.97
H1 -0.170 1.939 -2.563  0.17
H2 1.550 3.576 -5.197  0.48
H3 2.168 2.129 -7.288  0.35
H4 1.997 -0.246 -7.131  0.36
H5 1.201 -1.357 -5.103  0.33
H6 -0.045 -1.216 -2.935  0.41
H7 2.579 -0.518 -2.369  0.32
H8 3.346 -1.564 -1.056  0.40
H9 2.765 -3.590 2.515  0.32
H10 1.310 -3.639 -0.969  0.76
H11 0.568 -5.700 -1.993  0.56
H12 0.881 -7.942 -0.866  0.36
H13 1.891 -7.897 1.412  0.30
H14 2.718 -5.654 2.483  0.33
S1 -0.983 -4.333 6.373  0.16
N3 -0.486 -2.714 6.392  -0.73
C17 -0.573 -2.306 5.113  0.78
C18 -0.291 -0.975 4.597  0.48
C19 0.070 0.114 5.413  -0.99
C20 0.314 1.336 4.946  -1.08
C21 0.073 1.509 3.591  -0.47
N4 -0.204 0.509 2.750  0.43
C22 -0.419 -0.684 3.266  0.11
C23 -0.880 -1.807 2.350  -0.62
N5 -0.949 -1.560 1.021  1.06
C24 -1.403 -2.525 0.177  -0.65
C25 -1.817 -3.775 0.602  -1.29
C26 -1.596 -4.084 1.949  -0.43
C27 -1.158 -3.073 2.855  0.82
C28 -1.017 -3.315 4.273  0.87
N6 -1.191 -4.541 4.792  -0.61
H15 0.133 -0.146 6.485  0.50
H16 0.631 2.174 5.574  0.46
H17 0.268 2.470 3.077  0.47
H18 -1.455 -2.168 -0.886  0.23
H19 -2.283 -4.400 -0.103  0.57
H20 -1.759 -5.084 2.383  0.55
O3 -2.852 0.651 0.875  -0.13
C29 -4.185 1.236 0.838  -0.84
C30 -4.821 0.979 -0.524  -0.86
C31 -3.958 1.445 -1.682  -0.47
C32 -3.335 2.757 -1.498  0.39
C33 -3.869 3.930 -2.053  -0.84
C34 -3.286 5.129 -1.732  -0.46
C35 -2.197 5.181 -0.885  -1.23
C36 -1.635 3.956 -0.473  -0.50
N7 -2.194 2.760 -0.731  0.85
H21 -2.882 -0.090 1.505  0.00
H22 -4.139 2.280 1.099  0.38
H23 -4.766 0.718 1.606  0.57
H24 -5.796 1.537 -0.501  0.33
H25 -5.042 -0.082 -0.635  0.38
H26 -4.560 1.473 -2.601  0.73
H27 -3.270 0.596 -1.757  -0.42
H28 -4.754 3.829 -2.685  0.48
H29 -3.801 6.012 -2.069  0.44
H30 -1.776 6.064 -0.512  0.57
H31 -0.689 3.841 0.054  0.46
C37 2.766 3.648 2.113  -1.36
Si1 2.139 3.209 0.308  0.91
C38 3.513 2.455 -0.660  -0.85
C39 1.780 4.842 -0.563  -1.27
O4 0.849 2.183 0.510  -0.68
H32 3.776 4.089 1.926  0.36
H33 2.812 2.771 2.665  0.31
H34 2.099 4.352 2.579  0.34
H35 4.350 3.139 -0.471  0.51
H36 3.308 2.325 -1.714  0.21
H37 3.761 1.491 -0.154  0.09
H38 2.729 5.109 -1.000  0.43
H39 1.501 5.650 0.108  0.34
H40 1.142 4.633 -1.420  0.27

HOMO-LUMO gap = 6.7 eV
charge = +1
molecular weight = 899.76 g mol⁻¹
E_HOMO = -10.04 eV
ΔE to the lowest compared entry with this formula, charge and spin = 225.1 kJ/mol

***

Entry 3:
DFT (ωB97M-V with the def2-TZVPD basis set) results for a structure of composition C39H40CuGeN3O2.

Each line ends with the Mulliken charge.
Element x y z (Å)
Cu1 0.015 -0.307 0.125  -0.05
C1 -2.298 -0.284 1.844  -1.35
N1 -1.335 -1.352 1.560  1.22
C2 -2.036 -2.557 1.079  -1.10
C3 -2.125 -2.662 -0.439  -0.32
C4 -0.813 -3.075 -1.104  -1.36
N2 0.122 -1.962 -1.201  0.60
C5 1.331 -2.207 -1.550  -0.65
C6 2.340 -1.208 -1.824  0.68
C7 3.648 -1.639 -2.108  -0.88
C8 4.666 -0.754 -2.368  -0.95
C9 4.390 0.621 -2.339  -0.92
C10 3.126 1.085 -2.063  -0.11
C11 2.048 0.196 -1.812  -0.43
O1 0.857 0.632 -1.549  1.28
C12 -0.521 -1.666 2.747  -1.26
C13 0.778 -2.382 2.353  -0.38
C14 1.930 -1.408 2.038  -1.05
N3 1.422 -0.107 1.620  0.26
C15 2.256 0.825 1.392  -0.77
C16 1.891 2.237 1.258  1.22
C17 2.869 3.142 1.685  -0.85
C18 2.610 4.489 1.840  -1.11
C19 1.329 4.955 1.571  -0.37
C20 0.361 4.091 1.094  -0.66
C21 0.622 2.732 0.879  -0.09
O2 -0.331 1.936 0.340  -0.15
H1 -2.984 -0.560 2.661  0.48
H2 -2.891 -0.086 0.948  0.32
H3 -1.768 0.629 2.113  0.12
H4 -3.047 -2.582 1.508  0.45
H5 -1.518 -3.441 1.453  0.46
H6 -2.440 -1.705 -0.867  -0.37
H7 -2.883 -3.408 -0.689  0.44
H8 -1.041 -3.415 -2.119  0.62
H9 -0.373 -3.934 -0.576  0.57
H10 1.659 -3.252 -1.668  0.17
H11 3.842 -2.709 -2.115  0.41
H12 5.664 -1.109 -2.588  0.37
H13 5.189 1.328 -2.539  0.45
H14 2.911 2.148 -2.037  0.58
H15 -1.104 -2.272 3.455  0.46
H16 -0.276 -0.727 3.244  0.52
H17 0.581 -3.001 1.476  0.01
H18 1.093 -3.050 3.155  0.51
H19 2.587 -1.836 1.273  0.26
H20 2.535 -1.270 2.939  0.60
H21 3.335 0.625 1.424  0.21
H22 3.852 2.750 1.925  0.41
H23 3.383 5.160 2.193  0.40
H24 1.086 5.998 1.729  0.47
H25 -0.628 4.462 0.871  0.41
C22 -3.933 5.619 -0.020  -0.57
C23 -3.973 4.328 0.493  -0.89
C24 -3.093 3.368 0.015  -0.43
C25 -2.164 3.675 -0.981  -0.61
C26 -2.152 4.966 -1.502  -0.31
C27 -3.028 5.934 -1.023  -0.73
Ge1 -0.814 2.299 -1.486  3.46
C28 -1.874 0.914 -2.410  0.24
C29 -1.322 -0.205 -3.034  -0.03
C30 -2.119 -1.053 -3.790  -0.91
C31 -3.477 -0.799 -3.935  -0.79
C32 -4.033 0.319 -3.331  -0.87
C33 -3.235 1.174 -2.581  -0.52
C34 0.534 3.153 -2.629  -0.03
C35 0.774 2.578 -3.875  -0.17
C36 1.730 3.112 -4.726  -0.68
C37 2.464 4.225 -4.337  -0.78
C38 2.228 4.808 -3.099  -0.81
C39 1.262 4.279 -2.251  0.28
H26 -4.605 6.378 0.364  0.38
H27 -4.685 4.072 1.269  0.42
H28 -3.113 2.365 0.431  0.29
H29 -1.444 5.219 -2.285  0.34
H30 -2.997 6.937 -1.432  0.44
H31 -0.270 -0.412 -2.909  0.14
H32 -1.673 -1.916 -4.272  0.50
H33 -4.097 -1.463 -4.525  0.40
H34 -5.089 0.532 -3.448  0.43
H35 -3.681 2.050 -2.127  0.29
H36 0.220 1.694 -4.175  0.23
H37 1.912 2.652 -5.689  0.45
H38 3.217 4.639 -4.996  0.39
H39 2.798 5.675 -2.788  0.44
H40 1.094 4.740 -1.286  0.24

HOMO-LUMO gap = 7.2 eV
molecular weight = 718.92 g mol⁻¹
E_HOMO = -6.75 eV

***

Entry 4:
DFT (ωB97M-V with the def2-TZVPD basis set) results for a cluster of 2 separate species, C39H40F6N3 in total at a distorted geometry.

Each line ends with the Mulliken charge.
Element x y z (Å)
C1 -2.759 -5.038 -0.625  -0.79
C2 -2.122 -6.306 -1.198  -0.91
C3 -0.594 -6.379 -1.046  -0.60
C4 0.127 -5.027 -1.057  0.88
N1 1.475 -5.075 -1.118  -0.04
C5 2.230 -6.315 -1.013  -0.64
C6 3.708 -5.893 -1.003  -0.53
C7 3.738 -4.361 -0.939  -0.61
C8 2.278 -3.875 -1.022  0.02
C9 -0.550 -3.824 -0.980  0.00
C10 -2.030 -3.755 -1.083  -0.75
H1 -3.808 -5.001 -0.945  0.36
H2 -2.750 -5.075 0.472  0.32
H3 -2.568 -7.183 -0.706  0.35
H4 -2.369 -6.386 -2.266  0.33
H5 -0.373 -6.899 -0.094  0.31
H6 -0.234 -7.048 -1.845  0.30
H7 1.976 -6.846 -0.075  0.33
H8 2.011 -7.007 -1.845  0.25
H9 4.201 -6.330 -0.132  0.28
H10 4.193 -6.257 -1.913  0.26
H11 4.163 -4.035 0.016  0.28
H12 4.331 -3.935 -1.752  0.29
H13 2.134 -3.199 -1.883  0.09
H14 2.037 -3.298 -0.112  -0.02
H15 -0.037 -2.869 -0.856  -0.39
H16 -2.348 -3.548 -2.121  0.29
H17 -2.367 -2.904 -0.473  0.35
F1 3.584 6.329 4.969  -0.27
C11 3.166 5.036 4.934  0.98
F2 3.827 4.404 3.907  -0.26
F3 3.599 4.438 6.096  -0.24
C12 1.688 4.838 4.765  -0.99
N2 1.382 3.408 4.813  0.59
C13 0.761 2.963 6.010  -0.85
C14 -0.600 3.234 6.256  -0.05
C15 -1.176 2.850 7.466  -0.75
C16 -0.396 2.227 8.451  -0.35
C17 0.972 2.025 8.235  -0.84
C18 1.552 2.415 7.030  0.14
C19 1.472 2.617 3.694  1.46
C20 1.575 1.211 3.842  -0.53
C21 1.376 0.366 2.768  -0.87
C22 1.115 0.877 1.451  0.56
C23 0.841 0.023 0.337  -0.21
C24 0.361 0.517 -0.919  0.28
C25 0.900 0.114 -2.181  -0.92
C26 0.454 0.666 -3.373  -0.64
C27 -0.651 1.554 -3.378  1.43
N3 -1.310 1.914 -4.527  0.60
C28 -0.644 1.880 -5.832  -0.95
C29 0.162 3.137 -5.984  0.98
F4 0.846 3.258 -7.148  -0.27
F5 -0.664 4.234 -5.868  -0.24
F6 1.064 3.233 -4.951  -0.26
C30 -2.699 2.212 -4.538  -0.68
C31 -3.133 3.517 -4.259  0.15
C32 -4.485 3.838 -4.353  -0.92
C33 -5.414 2.865 -4.733  -0.38
C34 -4.984 1.565 -5.027  -0.75
C35 -3.630 1.242 -4.956  -0.08
C36 -1.160 2.006 -2.140  -0.26
C37 -0.686 1.486 -0.956  -1.16
C38 1.171 2.304 1.316  -1.00
C39 1.368 3.148 2.390  -0.88
H18 1.177 5.309 5.602  0.38
H19 1.381 5.277 3.819  0.39
H20 -1.182 3.732 5.478  0.42
H21 -2.235 3.039 7.647  0.38
H22 -0.847 1.912 9.397  0.39
H23 1.599 1.569 9.001  0.38
H24 2.623 2.320 6.857  0.49
H25 1.816 0.828 4.836  0.47
H26 1.393 -0.713 2.932  0.42
H27 1.054 -1.037 0.428  0.26
H28 1.714 -0.616 -2.178  0.39
H29 0.909 0.379 -4.320  0.27
H30 0.011 1.015 -5.920  0.39
H31 -1.421 1.872 -6.594  0.37
H32 -2.390 4.259 -3.965  0.48
H33 -4.806 4.851 -4.114  0.37
H34 -6.472 3.129 -4.812  0.39
H35 -5.705 0.797 -5.308  0.39
H36 -3.265 0.237 -5.179  0.42
H37 -1.950 2.758 -2.139  0.45
H38 -1.147 1.823 -0.028  0.68
H39 1.048 2.760 0.336  0.53
H40 1.401 4.222 2.232  0.31

HOMO-LUMO gap = 4.2 eV
charge = +1
molecular weight = 664.76 g mol⁻¹
E_HOMO = -8.94 eV

***

Entry 5:
DFT (ωB97M-V with the def2-TZVPD basis set) results for a structure of composition C39H40N2OPPtSi at a distorted geometry.

Each line ends with the Löwdin spin population.
Element x y z (Å)
Pt1 -0.571 0.687 0.586  1.11
C1 -2.137 4.305 0.126  0.02
Si1 -2.931 2.611 0.463  0.05
C2 -2.528 2.202 2.274  0.03
C3 -4.794 2.504 0.130  0.01
N1 -2.092 1.457 -0.625  0.47
C4 -2.281 1.343 -1.941  0.09
C5 -3.007 2.384 -2.630  0.15
C6 -3.509 2.239 -3.911  0.01
C7 -3.227 1.067 -4.628  0.20
C8 -2.327 0.146 -4.100  0.04
C9 -1.875 0.195 -2.773  0.15
O1 -1.055 -0.751 -2.245  0.18
C10 -0.775 -1.916 -2.939  0.21
C11 0.559 -2.277 -3.091  0.04
C12 0.821 -3.633 -3.290  0.10
C13 -0.214 -4.557 -3.470  0.26
C14 -1.542 -4.116 -3.508  0.02
C15 -1.816 -2.778 -3.217  0.12
H1 -2.883 5.127 0.309  0.00
H2 -1.835 4.374 -0.913  0.00
H3 -1.233 4.507 0.698  0.00
H4 -3.060 2.818 3.004  0.00
H5 -1.448 2.312 2.529  0.01
H6 -2.802 1.156 2.479  0.01
H7 -5.268 1.898 0.938  0.00
H8 -5.057 2.073 -0.831  0.00
H9 -5.224 3.502 0.262  0.00
H10 -3.318 3.285 -2.063  0.00
H11 -4.122 3.024 -4.368  0.00
H12 -3.631 0.898 -5.610  0.01
H13 -1.971 -0.668 -4.747  0.00
H14 1.364 -1.541 -2.888  0.00
H15 1.864 -3.972 -3.271  0.00
H16 0.012 -5.616 -3.495  0.01
H17 -2.379 -4.801 -3.664  0.00
H18 -2.858 -2.402 -3.082  0.00
C16 4.268 4.001 -2.000  0.00
C17 3.012 3.387 -1.469  0.00
C18 2.397 2.327 -2.147  0.01
C19 1.347 1.653 -1.542  0.01
N2 0.899 1.984 -0.281  0.18
C20 1.366 3.171 0.289  0.02
C21 2.420 3.881 -0.290  0.01
H19 4.526 3.597 -2.972  0.00
H20 5.103 3.751 -1.324  0.00
H21 4.152 5.092 -2.062  0.00
H22 2.805 2.022 -3.106  0.00
H23 0.926 0.774 -2.039  0.00
H24 0.993 3.433 1.289  0.00
H25 2.793 4.768 0.207  0.00
C22 0.114 -1.158 6.303  0.01
C23 -0.884 -0.618 5.497  0.00
C24 -0.749 -0.549 4.088  0.01
C25 0.474 -0.886 3.530  0.04
C26 1.522 -1.378 4.304  0.01
C27 1.338 -1.515 5.712  0.00
P1 0.594 -0.821 1.684  0.19
C28 0.163 -2.551 1.345  0.03
C29 1.059 -3.644 1.390  0.00
C30 0.518 -4.926 1.258  0.00
C31 -0.863 -5.132 1.088  0.00
C32 -1.704 -4.041 0.973  0.00
C33 -1.180 -2.732 1.034  0.03
C34 2.363 -0.573 1.262  0.04
C35 2.837 -1.202 0.129  0.02
C36 4.209 -0.991 -0.199  0.00
C37 5.052 -0.229 0.586  0.03
C38 4.523 0.415 1.734  0.00
C39 3.197 0.219 2.086  0.02
H26 0.030 -1.253 7.389  0.00
H27 -1.833 -0.305 5.951  0.00
H28 -1.516 -0.150 3.405  0.01
H29 2.463 -1.705 3.817  0.00
H30 2.144 -1.924 6.340  0.00
H31 2.137 -3.548 1.646  0.00
H32 1.159 -5.802 1.366  0.00
H33 -1.277 -6.133 1.153  0.00
H34 -2.795 -4.147 0.858  0.00
H35 -1.856 -1.852 1.086  0.02
H36 2.191 -1.835 -0.498  0.00
H37 4.630 -1.501 -1.076  0.00
H38 6.110 -0.174 0.373  0.00
H39 5.183 1.043 2.321  0.00
H40 2.788 0.674 3.009  0.00

HOMO-LUMO gap (alpha / beta) = 7.8 / 3.3 eV
charge = +3
molecular weight = 806.90 g mol⁻¹
E_HOMO (alpha / beta) = -16.00 / -16.00 eV
spin multiplicity = 5